The following is a quantum chemistry calculation of a cluster of 16 separate species, C86H198Cl6O42 in total, from the Open Molecules 2025 dataset.

Output
Maximum force in eV/A: 4.20
E_tot in hartree: -9315.73633
Total charge: 0
HOMO in eV: -9.030

Last columns: bonded neighbours and bond lengths (Å).
CARTESIAN COORDINATES (ANGSTROEM)
1 C 16.17 -27.92 3.53  O2 1.418, H10 1.097, H11 1.077, H12 1.104
2 O 16.80 -28.62 4.59  C1 1.418, C3 1.402
3 C 18.17 -28.88 4.41  O2 1.402, C4 1.532, H13 1.116, H14 1.115
4 C 18.60 -29.81 5.55  C3 1.532, O5 1.392, H15 1.149, H16 1.076
5 O 19.97 -29.84 5.78  C4 1.392, C6 1.413
6 C 20.61 -30.89 5.09  O5 1.413, C7 1.532, H17 1.076, H18 1.133
7 C 20.74 -30.69 3.57  C6 1.532, O8 1.418, H19 1.043, H20 1.109
8 O 21.94 -29.97 3.35  C7 1.418, C9 1.446
9 C 22.03 -29.71 1.93  O8 1.446, H21 1.109, H22 1.106, H23 1.087
10 H 16.49 -28.24 2.53  C1 1.097
11 H 16.45 -26.88 3.59  C1 1.077
12 H 15.10 -28.05 3.78  C1 1.104
13 H 18.81 -27.97 4.49  C3 1.116
14 H 18.21 -29.34 3.40  C3 1.115
15 H 18.12 -30.85 5.44  C4 1.149
16 H 18.22 -29.38 6.46  C4 1.076
17 H 20.32 -31.87 5.40  C6 1.076
18 H 21.69 -30.87 5.43  C6 1.133
19 H 19.94 -30.27 3.04  C7 1.043
20 H 20.80 -31.74 3.24  C7 1.109
21 H 21.44 -28.86 1.54  C9 1.109
22 H 21.68 -30.67 1.51  C9 1.106
23 H 23.08 -29.61 1.66  C9 1.087
24 C 12.06 -28.97 3.37  O25 1.400, H33 1.065, H34 1.076, H35 1.041
25 O 12.87 -28.69 4.47  C24 1.400, C26 1.446
26 C 12.11 -28.04 5.52  O25 1.446, C27 1.518, H36 1.106, H37 1.075
27 C 13.06 -27.38 6.49  C26 1.518, O28 1.454, H38 1.107, H39 1.121
28 O 13.40 -28.18 7.66  C27 1.454, C29 1.388
29 C 14.16 -29.32 7.43  O28 1.388, C30 1.489, H40 1.121, H41 1.113
30 C 14.49 -30.00 8.71  C29 1.489, O31 1.435, H42 1.093, H43 1.156
31 O 15.19 -29.16 9.63  C30 1.435, C32 1.447
32 C 15.08 -29.76 10.95  O31 1.447, H44 1.097, H45 1.079, H46 1.088
33 H 11.18 -29.55 3.55  C24 1.065
34 H 12.67 -29.40 2.59  C24 1.076
35 H 11.59 -28.08 3.11  C24 1.041
36 H 11.59 -28.88 6.01  C26 1.106
37 H 11.46 -27.39 4.97  C26 1.075
38 H 12.60 -26.54 7.04  C27 1.107
39 H 14.01 -26.99 6.03  C27 1.121
40 H 15.09 -29.04 6.86  C29 1.121
41 H 13.67 -30.05 6.75  C29 1.113
42 H 14.96 -30.95 8.45  C30 1.093
43 H 13.53 -30.36 9.23  C30 1.156
44 H 14.01 -29.72 11.20  C32 1.097
45 H 15.62 -29.15 11.65  C32 1.079
46 H 15.34 -30.81 10.93  C32 1.088
47 C 18.61 -33.93 1.40  O48 1.426, H56 1.117, H57 1.096, H58 1.082
48 O 19.71 -34.30 2.23  C47 1.426, C49 1.456
49 C 19.39 -34.16 3.64  O48 1.456, C50 1.518, H59 1.115, H60 1.106
50 C 20.56 -34.75 4.41  C49 1.518, O51 1.449, H61 1.113, H62 1.118
51 O 21.75 -33.92 4.42  C50 1.449, C52 1.435
52 C 22.61 -34.14 3.29  O51 1.435, C53 1.501, H63 1.069, H64 1.067
53 C 23.99 -33.56 3.42  C52 1.501, O54 1.443, H65 1.135, H66 1.068
54 O 24.71 -34.35 4.39  C53 1.443, C55 1.449
55 C 25.93 -33.82 4.96  O54 1.449, H67 1.071, H68 1.105, H69 1.140
56 H 18.41 -32.83 1.35  C47 1.117
57 H 17.69 -34.47 1.66  C47 1.096
58 H 18.90 -34.21 0.40  C47 1.082
59 H 18.44 -34.71 3.83  C49 1.115
60 H 19.16 -33.11 3.87  C49 1.106
61 H 20.80 -35.79 4.08  C50 1.113
62 H 20.26 -34.84 5.48  C50 1.118
63 H 22.18 -33.63 2.45  C52 1.069
64 H 22.66 -35.18 3.07  C52 1.067
65 H 24.06 -32.47 3.74  C53 1.135
66 H 24.53 -33.64 2.50  C53 1.068
67 H 26.48 -34.68 5.29  C55 1.071
68 H 25.69 -33.08 5.74  C55 1.105
69 H 26.54 -33.32 4.14  C55 1.140
70 C 25.72 -27.27 2.19  O71 1.442, H79 1.128, H80 1.138, H81 1.116
71 O 25.16 -26.29 1.28  C70 1.442, C72 1.417
72 C 25.84 -26.22 0.04  O71 1.417, C73 1.520, H82 1.100, H83 1.085
73 C 25.74 -27.36 -0.96  C72 1.520, O74 1.404, H84 1.138, H85 1.070
74 O 24.42 -27.73 -1.28  C73 1.404, C75 1.379
75 C 24.49 -28.75 -2.20  O74 1.379, C76 1.536, H86 1.089, H87 1.145
76 C 23.18 -29.40 -2.67  C75 1.536, O77 1.412, H88 1.066, H89 1.109
77 O 22.22 -28.53 -3.23  C76 1.412, C78 1.384
78 C 22.55 -28.01 -4.47  O77 1.384, H90 1.110, H91 1.102, H92 1.105
79 H 26.83 -27.12 2.34  C70 1.128
80 H 25.57 -28.33 1.80  C70 1.138
81 H 25.25 -27.21 3.20  C70 1.116
82 H 26.91 -26.03 0.25  C72 1.100
83 H 25.44 -25.38 -0.51  C72 1.085
84 H 26.27 -28.32 -0.65  C73 1.138
85 H 26.26 -26.89 -1.78  C73 1.070
86 H 25.06 -29.58 -1.77  C75 1.089
87 H 25.17 -28.44 -3.07  C75 1.145
88 H 22.61 -29.82 -1.88  C76 1.066
89 H 23.50 -30.23 -3.33  C76 1.109
90 H 23.08 -27.04 -4.35  C78 1.110
91 H 21.62 -27.78 -5.02  C78 1.102
92 H 23.19 -28.63 -5.12  C78 1.105
93 C 18.85 -26.61 -3.59  O94 1.387, H102 1.101, H103 1.097, H104 1.053
94 O 18.11 -25.95 -2.62  C93 1.387, C95 1.458
95 C 18.82 -24.96 -1.82  O94 1.458, C96 1.504, H105 1.090, H106 1.112
96 C 17.98 -24.81 -0.58  C95 1.504, O97 1.394, H107 1.102, H108 1.135
97 O 16.78 -24.17 -0.91  C96 1.394, C98 1.411
98 C 15.73 -24.34 0.01  O97 1.411, C99 1.493, H109 1.093, H110 1.059
99 C 14.86 -25.49 -0.38  C98 1.493, O100 1.404, H111 1.053, H112 1.087
100 O 15.53 -26.70 -0.14  C99 1.404, C101 1.418
101 C 15.44 -27.69 -1.15  O100 1.418, H113 1.046, H114 1.126, H115 1.064
102 H 18.22 -27.46 -3.90  C93 1.101
103 H 19.74 -27.12 -3.19  C93 1.097
104 H 19.07 -26.01 -4.42  C93 1.053
105 H 19.03 -23.96 -2.20  C95 1.090
106 H 19.79 -25.39 -1.47  C95 1.112
107 H 18.54 -24.13 0.07  C96 1.102
108 H 17.76 -25.85 -0.17  C96 1.135
109 H 15.18 -23.40 0.11  C98 1.093
110 H 16.15 -24.59 0.96  C98 1.059
111 H 14.55 -25.40 -1.38  C99 1.053
112 H 13.98 -25.53 0.25  C99 1.087
113 H 16.39 -27.94 -1.50  C101 1.046
114 H 14.95 -27.28 -2.07  C101 1.126
115 H 14.89 -28.52 -0.77  C101 1.064
116 C 12.52 -25.32 2.70  O117 1.431, H125 1.136, H126 1.051, H127 1.106
117 O 11.49 -25.43 3.68  C116 1.431, C118 1.481
118 C 10.19 -24.94 3.15  O117 1.481, C119 1.500, H128 1.130, H129 1.093
119 C 9.13 -24.98 4.21  C118 1.500, O120 1.364, H130 1.105, H131 1.115
120 O 8.73 -26.27 4.40  C119 1.364, C121 1.392
121 C 7.80 -26.29 5.43  O120 1.392, C122 1.557, H132 1.071, H133 1.114
122 C 7.72 -27.72 6.04  C121 1.557, O123 1.393, H134 1.081, H135 1.067
123 O 8.95 -27.98 6.65  C122 1.393, C124 1.445
124 C 8.91 -29.13 7.51  O123 1.445, H136 1.124, H137 1.073, H138 1.072
125 H 12.63 -24.26 2.29  C116 1.136
126 H 12.37 -25.97 1.89  C116 1.051
127 H 13.45 -25.59 3.24  C116 1.106
128 H 9.94 -25.48 2.19  C118 1.130
129 H 10.37 -23.92 2.80  C118 1.093
130 H 8.25 -24.40 3.87  C119 1.105
131 H 9.62 -24.67 5.16  C119 1.115
132 H 6.82 -26.10 5.05  C121 1.071
133 H 8.07 -25.50 6.16  C121 1.114
134 H 7.56 -28.35 5.17  C122 1.081
135 H 6.91 -27.81 6.73  C122 1.067
136 H 8.13 -29.11 8.32  C124 1.124
137 H 9.85 -29.10 8.04  C124 1.073
138 H 8.87 -30.04 6.94  C124 1.072
139 C 22.18 -25.58 1.47  O140 1.437, H148 1.101, H149 1.071, H150 1.101
140 O 20.77 -25.33 1.58  C139 1.437, C141 1.414
141 C 20.33 -25.23 2.92  O140 1.414, C142 1.517, H151 1.081, H152 1.086
142 C 18.96 -24.57 2.95  C141 1.517, O143 1.422, H153 1.114, H154 1.097
143 O 18.44 -24.89 4.23  C142 1.422, C144 1.445
144 C 17.10 -24.38 4.35  O143 1.445, C145 1.504, H155 1.138, H156 1.103
145 C 16.64 -24.71 5.74  C144 1.504, O146 1.427, H157 1.095, H158 1.116
146 O 15.28 -24.29 5.81  C145 1.427, C147 1.457
147 C 14.80 -24.38 7.18  O146 1.457, H159 1.137, H160 1.101, H161 1.122
148 H 22.74 -24.94 2.18  C139 1.101
149 H 22.45 -25.30 0.47  C139 1.071
150 H 22.39 -26.66 1.51  C139 1.101
151 H 21.04 -24.66 3.50  C141 1.081
152 H 20.19 -26.22 3.34  C141 1.086
153 H 18.38 -24.97 2.09  C142 1.114
154 H 19.09 -23.49 2.81  C142 1.097
155 H 16.43 -24.79 3.53  C144 1.138
156 H 17.07 -23.29 4.18  C144 1.103
157 H 17.26 -24.17 6.46  C145 1.095
158 H 16.80 -25.81 5.87  C145 1.116
159 H 13.81 -23.83 7.29  C147 1.137
160 H 15.54 -23.90 7.84  C147 1.101
161 H 14.61 -25.47 7.37  C147 1.122
162 C 18.41 -28.46 0.54  O163 1.471, H171 1.110, H172 1.064, H173 1.068
163 O 18.58 -28.55 -0.92  C162 1.471, C164 1.401
164 C 19.73 -29.29 -1.23  O163 1.401, C165 1.504, H174 1.105, H175 1.114
165 C 19.55 -30.78 -1.15  C164 1.504, O166 1.407, H176 1.121, H177 1.104
166 O 20.84 -31.29 -1.35  C165 1.407, C167 1.433
167 C 21.11 -32.47 -0.58  O166 1.433, C168 1.517, H178 1.123, H179 1.078
168 C 22.62 -32.61 -0.41  C167 1.517, O169 1.418, H180 1.118, H181 1.108
169 O 23.25 -32.77 -1.67  C168 1.418, C170 1.429
170 C 22.83 -34.01 -2.23  O169 1.429, H182 1.096, H183 1.090, H184 1.100
171 H 18.54 -29.50 0.91  C162 1.110
172 H 17.44 -28.09 0.79  C162 1.064
173 H 19.13 -27.84 1.03  C162 1.068
174 H 20.53 -28.97 -0.53  C164 1.105
175 H 20.15 -28.99 -2.22  C164 1.114
176 H 18.83 -31.14 -1.93  C165 1.121
177 H 19.15 -31.08 -0.17  C165 1.104
178 H 20.75 -33.38 -1.13  C167 1.123
179 H 20.56 -32.53 0.34  C167 1.078
180 H 22.78 -33.46 0.30  C168 1.118
181 H 23.06 -31.73 0.11  C168 1.108
182 H 22.94 -34.84 -1.52  C170 1.096
183 H 23.60 -34.14 -3.00  C170 1.090
184 H 21.82 -33.99 -2.67  C170 1.100
185 C 22.90 -34.16 7.33  O186 1.429, H194 1.093, H195 1.070, H196 1.097
186 O 23.12 -35.16 8.33  C185 1.429, C187 1.383
187 C 22.52 -36.34 7.94  O186 1.383, C188 1.495, H197 1.054, H198 1.156
188 C 22.63 -37.39 9.00  C187 1.495, O189 1.417, H199 1.115, H200 1.113
189 O 23.90 -37.98 9.19  C188 1.417, C190 1.426
190 C 24.15 -39.37 9.02  O189 1.426, C191 1.489, H201 1.141, H202 1.085
191 C 24.05 -40.13 10.30  C190 1.489, O192 1.462, H203 1.012, H204 1.084
192 O 22.63 -40.32 10.60  C191 1.462, C193 1.440
193 C 22.30 -39.74 11.88  O192 1.440, H205 1.090, H206 1.144, H207 1.038
194 H 23.41 -33.26 7.67  C185 1.093
195 H 21.88 -33.96 7.07  C185 1.070
196 H 23.36 -34.54 6.41  C185 1.097
197 H 22.84 -36.72 7.01  C187 1.054
198 H 21.38 -36.21 7.82  C187 1.156
199 H 21.91 -38.21 8.76  C188 1.115
200 H 22.30 -36.90 9.95  C188 1.113
201 H 25.22 -39.46 8.63  C190 1.141
202 H 23.47 -39.85 8.31  C190 1.085
203 H 24.54 -39.78 11.11  C191 1.012
204 H 24.43 -41.14 10.18  C191 1.084
205 H 22.40 -38.66 11.77  C193 1.090
206 H 23.09 -40.05 12.65  C193 1.144
207 H 21.32 -40.01 12.09  C193 1.038
208 C 29.85 -34.45 -4.33  O209 1.413, H217 1.097, H218 1.074, H219 1.058
209 O 28.66 -33.72 -4.12  C208 1.413, C210 1.433
210 C 28.82 -32.30 -4.09  O209 1.433, C211 1.526, H220 1.101, H221 1.110
211 C 27.56 -31.68 -3.48  C210 1.526, O212 1.427, H222 1.094, H223 1.122
212 O 27.59 -31.96 -2.08  C211 1.427, C213 1.431
213 C 26.29 -32.38 -1.67  O212 1.431, C214 1.487, H224 1.075, H225 1.100
214 C 26.30 -32.85 -0.26  C213 1.487, O215 1.395, H226 1.093, H227 1.079
215 O 26.87 -32.00 0.69  C214 1.395, C216 1.383
216 C 26.09 -30.88 0.89  O215 1.383, H228 1.106, H229 1.089, H230 1.076
217 H 30.57 -34.20 -3.54  C208 1.097
218 H 30.24 -34.25 -5.31  C208 1.074
219 H 29.55 -35.45 -4.19  C208 1.058
220 H 28.96 -31.91 -5.11  C210 1.101
221 H 29.71 -32.00 -3.50  C210 1.110
222 H 26.64 -32.07 -3.92  C211 1.094
223 H 27.67 -30.58 -3.70  C211 1.122
224 H 25.99 -33.23 -2.26  C213 1.075
225 H 25.51 -31.61 -1.82  C213 1.100
226 H 26.79 -33.82 -0.18  C214 1.093
227 H 25.28 -33.06 0.01  C214 1.079
228 H 26.37 -30.50 1.89  C216 1.106
229 H 25.03 -31.13 0.94  C216 1.089
230 H 26.27 -30.09 0.18  C216 1.076
231 C 24.89 -22.12 7.95  O232 1.428, H240 1.084, H241 1.131, H242 1.095
232 O 23.61 -22.11 8.57  C231 1.428, C233 1.429
233 C 22.57 -21.99 7.59  O232 1.429, C234 1.494, H243 1.109, H244 1.124
234 C 21.23 -21.92 8.24  C233 1.494, O235 1.420, H245 1.086, H246 1.140
235 O 20.70 -23.22 8.49  C234 1.420, C236 1.407
236 C 19.31 -23.20 8.72  O235 1.407, C237 1.466, H247 1.109, H248 1.094
237 C 18.83 -24.55 9.03  C236 1.466, O238 1.390, H249 1.093, H250 1.121
238 O 17.44 -24.54 9.14  C237 1.390, C239 1.440
239 C 16.96 -25.72 9.81  O238 1.440, H251 1.103, H252 1.122, H253 1.113
240 H 25.00 -21.17 7.45  C231 1.084
241 H 24.94 -22.91 7.14  C231 1.131
242 H 25.72 -22.26 8.66  C231 1.095
243 H 22.69 -22.82 6.87  C233 1.109
244 H 22.67 -20.96 7.15  C233 1.124
245 H 20.57 -21.47 7.51  C234 1.086
246 H 21.21 -21.39 9.25  C234 1.140
247 H 18.78 -22.86 7.81  C236 1.109
248 H 19.04 -22.59 9.59  C236 1.094
249 H 19.22 -24.84 10.02  C237 1.093
250 H 19.11 -25.28 8.23  C237 1.121
251 H 17.28 -26.61 9.24  C239 1.103
252 H 15.84 -25.68 9.89  C239 1.122
253 H 17.52 -25.78 10.77  C239 1.113
254 C 17.63 -32.92 7.45  O255 1.418, H263 1.128, H264 1.088, H265 1.043
255 O 17.52 -33.52 6.16  C254 1.418, C256 1.434
256 C 16.15 -33.66 5.77  O255 1.434, C257 1.533, H266 1.137, H267 1.100
257 C 15.60 -32.32 5.26  C256 1.533, O258 1.412, H268 1.106, H269 1.097
258 O 16.09 -32.09 3.96  C257 1.412, C259 1.386
259 C 15.38 -31.06 3.38  O258 1.386, C260 1.532, H270 1.083, H271 1.094
260 C 15.84 -30.93 1.92  C259 1.532, O261 1.395, H272 1.090, H273 1.077
261 O 15.48 -32.04 1.15  C260 1.395, C262 1.470
262 C 15.90 -31.94 -0.25  O261 1.470, H274 1.105, H275 1.087, H276 1.088
263 H 17.30 -33.62 8.27  C254 1.128
264 H 17.08 -31.99 7.60  C254 1.088
265 H 18.61 -32.62 7.62  C254 1.043
266 H 15.55 -33.93 6.69  C256 1.137
267 H 16.08 -34.45 5.00  C256 1.100
268 H 15.98 -31.49 5.89  C257 1.106
269 H 14.52 -32.46 5.33  C257 1.097
270 H 15.51 -30.16 3.96  C259 1.083
271 H 14.32 -31.35 3.37  C259 1.094
272 H 16.93 -30.92 1.85  C260 1.090
273 H 15.32 -30.05 1.60  C260 1.077
274 H 16.99 -31.79 -0.27  C262 1.105
275 H 15.48 -31.07 -0.75  C262 1.087
276 H 15.45 -32.88 -0.57  C262 1.088
277 C 21.81 -27.07 5.59  O278 1.434, H286 1.116, H287 1.077, H288 1.082
278 O 21.83 -27.52 6.95  C277 1.434, C279 1.440
279 C 22.36 -26.48 7.80  O278 1.440, C280 1.529, H289 1.091, H290 1.063
280 C 23.74 -25.88 7.52  C279 1.529, O281 1.422, H291 1.141, H292 1.174
281 O 24.52 -27.04 7.29  C280 1.422, C282 1.437
282 C 25.80 -26.72 6.72  O281 1.437, C283 1.557, H293 1.115, H294 1.096
283 C 26.38 -28.12 6.37  C282 1.557, O284 1.430, H295 1.109, H296 1.103
284 O 25.68 -28.74 5.28  C283 1.430, C285 1.499
285 C 24.66 -29.69 5.83  O284 1.499, H297 1.095, H298 1.109, H299 1.103
286 H 22.87 -26.99 5.24  C277 1.116
287 H 21.21 -26.18 5.49  C277 1.077
288 H 21.41 -27.88 5.00  C277 1.082
289 H 22.44 -27.00 8.75  C279 1.091
290 H 21.66 -25.69 7.94  C279 1.063
291 H 24.13 -25.23 8.38  C280 1.141
292 H 23.67 -25.23 6.55  C280 1.174
293 H 26.36 -26.10 7.45  C282 1.115
294 H 25.59 -26.14 5.81  C282 1.096
295 H 26.38 -28.79 7.25  C283 1.109
296 H 27.38 -27.91 5.98  C283 1.103
297 H 23.94 -29.10 6.41  C285 1.095
298 H 25.18 -30.45 6.45  C285 1.109
299 H 24.17 -30.19 4.98  C285 1.103
300 C 25.57 -26.62 10.95  O301 1.447, H309 1.040, H310 1.058, H311 1.104
301 O 25.38 -27.92 11.56  C300 1.447, C302 1.437
302 C 24.29 -28.71 11.07  O301 1.437, C303 1.532, H312 1.092, H313 1.081
303 C 24.77 -29.49 9.84  C302 1.532, O304 1.419, H314 1.124, H315 1.104
304 O 25.47 -30.67 10.20  C303 1.419, C305 1.454
305 C 25.56 -31.58 9.07  O304 1.454, C306 1.502, H316 1.135, H317 1.057
306 C 26.29 -32.85 9.41  C305 1.502, O307 1.393, H318 1.101, H319 1.055
307 O 26.40 -33.40 8.13  C306 1.393, C308 1.393
308 C 26.67 -34.77 8.15  O307 1.393, H320 1.066, H321 1.098, H322 1.147
309 H 26.54 -26.27 11.10  C300 1.040
310 H 24.91 -25.95 11.43  C300 1.058
311 H 25.37 -26.61 9.87  C300 1.104
312 H 23.39 -28.11 10.93  C302 1.092
313 H 24.11 -29.43 11.86  C302 1.081
314 H 25.41 -28.74 9.30  C303 1.124
315 H 23.91 -29.80 9.22  C303 1.104
316 H 26.09 -31.09 8.19  C305 1.135
317 H 24.55 -31.79 8.82  C305 1.057
318 H 25.69 -33.52 10.03  C306 1.101
319 H 27.24 -32.67 9.82  C306 1.055
320 H 26.10 -35.27 8.89  C308 1.066
321 H 27.75 -34.98 8.20  C308 1.098
322 H 26.37 -35.22 7.14  C308 1.147
323 C 11.79 -32.63 1.24  Cl324 1.750, Cl325 1.733, Cl326 1.822, H327 1.103
324 Cl 11.74 -31.34 0.06  C323 1.750
325 Cl 11.41 -34.21 0.63  C323 1.733
326 Cl 10.66 -32.35 2.64  C323 1.822
327 H 12.81 -32.51 1.65  C323 1.103
328 C 20.03 -29.07 8.91  Cl329 1.733, Cl330 1.762, Cl331 1.750, H332 1.069
329 Cl 18.30 -29.22 8.97  C328 1.733
330 Cl 20.82 -30.64 8.99  C328 1.762
331 Cl 20.58 -28.02 10.19  C328 1.750
332 H 20.34 -28.63 7.99  C328 1.069

Here are the Löwdin charges for atoms 1 to 99, given in e: number 1, C, carries -0.0648; number 2, O, carries -0.2170; number 3, C, carries -0.1721; number 4, C, carries -0.1903; number 5, O, carries -0.1517; number 6, C, carries -0.1539; number 7, C, carries -0.1912; number 8, O, carries -0.1771; number 9, C, carries -0.0512; number 10, H, carries 0.0674; number 11, H, carries 0.0646; number 12, H, carries 0.0931; number 13, H, carries 0.1377; number 14, H, carries 0.1062; number 15, H, carries 0.1439; number 16, H, carries 0.0609; number 17, H, carries 0.1016; number 18, H, carries 0.1457; number 19, H, carries 0.0836; number 20, H, carries 0.1113; number 21, H, carries 0.0805; number 22, H, carries 0.0716; number 23, H, carries 0.0803; number 24, C, carries -0.1123; number 25, O, carries -0.2130; number 26, C, carries -0.1466; number 27, C, carries -0.1342; number 28, O, carries -0.1352; number 29, C, carries -0.2387; number 30, C, carries -0.2247; number 31, O, carries -0.2192; number 32, C, carries -0.0916; number 33, H, carries 0.0568; number 34, H, carries 0.0769; number 35, H, carries 0.0522; number 36, H, carries 0.1313; number 37, H, carries 0.0943; number 38, H, carries 0.1318; number 39, H, carries 0.1262; number 40, H, carries 0.1358; number 41, H, carries 0.1289; number 42, H, carries 0.1076; number 43, H, carries 0.1449; number 44, H, carries 0.0840; number 45, H, carries 0.0839; number 46, H, carries 0.0846; number 47, C, carries -0.1045; number 48, O, carries -0.2033; number 49, C, carries -0.1752; number 50, C, carries -0.1546; number 51, O, carries -0.1477; number 52, C, carries -0.1782; number 53, C, carries -0.1657; number 54, O, carries -0.2201; number 55, C, carries -0.0714; number 56, H, carries 0.0750; number 57, H, carries 0.0979; number 58, H, carries 0.0772; number 59, H, carries 0.1256; number 60, H, carries 0.1114; number 61, H, carries 0.1386; number 62, H, carries 0.1226; number 63, H, carries 0.0858; number 64, H, carries 0.1256; number 65, H, carries 0.1407; number 66, H, carries 0.1040; number 67, H, carries 0.0596; number 68, H, carries 0.0803; number 69, H, carries 0.1073; number 70, C, carries -0.0748; number 71, O, carries -0.2027; number 72, C, carries -0.1955; number 73, C, carries -0.2137; number 74, O, carries -0.0917; number 75, C, carries -0.2243; number 76, C, carries -0.1687; number 77, O, carries -0.1913; number 78, C, carries -0.1309; number 79, H, carries 0.1017; number 80, H, carries 0.0776; number 81, H, carries 0.0773; number 82, H, carries 0.1281; number 83, H, carries 0.1256; number 84, H, carries 0.1223; number 85, H, carries 0.1165; number 86, H, carries 0.0870; number 87, H, carries 0.1470; number 88, H, carries 0.0931; number 89, H, carries 0.1372; number 90, H, carries 0.0949; number 91, H, carries 0.0861; number 92, H, carries 0.0953; number 93, C, carries -0.1251; number 94, O, carries -0.1790; number 95, C, carries -0.1478; number 96, C, carries -0.2233; number 97, O, carries -0.1099; number 98, C, carries -0.1753; number 99, C, carries -0.1954